# C16H32O11S2

A cluster of 5 separate species, C16H32O11S2 in total (the ωB97M-V functional and the def2-TZVPD basis, the OMol25 dataset).

## Properties
SMILES	O=S1(=O)OCCO1.O=S1(=O)OCCO1.C1CCOC1.C1CCOC1.C1CCOC1
energy	-61296.7532	eV

Structure (XYZ):
```
61
Properties=species:S:1:pos:R:3:forces:R:3
C -2.303290 1.310464 3.885977 -0.920 -2.416 -0.451
C -1.189892 2.206317 3.530052 1.045 1.164 -0.642
O -1.190290 3.082845 4.636038 0.814 2.888 1.697
S -2.729183 3.590069 4.874264 -0.055 -2.458 -2.106
O -3.200420 4.264730 3.645965 0.971 -1.346 2.935
O -3.024585 4.035874 6.195880 0.726 0.162 -1.252
O -3.089156 1.968054 4.883040 -1.486 0.878 -0.852
H -1.954075 0.349383 4.263421 0.430 0.372 1.130
H -2.806086 0.846404 3.037474 -0.976 1.135 -0.372
H -1.260402 2.898503 2.690996 -0.565 -0.670 -0.639
H -0.247117 1.669605 3.424166 0.041 0.240 0.448
C 0.736350 2.182771 -1.190421 1.359 -0.104 -0.958
C 0.701369 0.970399 -2.120272 -0.769 0.513 1.720
O 0.659833 -0.098537 -1.099944 -0.248 -0.453 0.405
S -0.428571 0.278967 0.122505 3.568 0.414 -1.715
O 0.199402 0.049619 1.419526 -1.218 0.659 -2.175
O -1.672840 -0.336964 -0.195046 0.306 0.998 0.388
O -0.298974 1.864478 -0.329806 -3.026 -0.520 2.758
H 0.569928 3.145638 -1.673423 -0.622 -0.168 -0.081
H 1.645370 2.331845 -0.607707 0.340 -0.486 -0.138
H 1.496383 0.905212 -2.863100 0.017 -0.633 0.465
H -0.302694 0.993789 -2.543858 0.218 -0.120 -0.667
C 3.882205 -2.748746 1.832074 0.937 -0.545 0.893
C 3.165663 -1.637904 1.152517 -0.554 -1.090 -0.021
C 2.053142 -2.504560 0.464545 -0.268 0.016 -0.553
O 2.400221 -3.958927 0.521772 -0.990 2.349 -0.422
C 3.735125 -3.885660 0.845032 1.141 -1.070 1.350
H 3.377169 -2.938283 2.779227 0.123 -0.646 0.042
H 4.952395 -2.655350 2.016652 0.032 0.613 0.218
H 3.944182 -1.257345 0.491313 -0.808 0.734 -0.562
H 2.679714 -0.914586 1.807321 0.457 0.217 -0.170
H 2.015831 -2.094698 -0.544785 -0.484 -0.747 -0.246
H 1.070636 -2.457663 0.934192 0.148 0.344 0.017
H 4.329225 -3.765956 -0.060964 0.445 0.289 -0.076
H 4.080583 -4.773513 1.374626 -0.183 -0.513 -0.392
C -3.950090 3.182201 -0.001887 0.329 1.339 -0.134
C -4.319078 1.797251 0.058191 -2.149 -3.609 2.073
C -5.936284 1.782283 0.127511 0.139 1.700 -1.336
O -6.295014 3.178134 -0.081724 1.253 -0.159 1.163
C -5.185926 3.850551 0.526807 -0.467 2.118 -2.167
H -3.734412 3.286840 -1.065206 0.159 1.514 0.122
H -3.178498 3.484027 0.706376 0.680 -0.189 -0.607
H -4.086175 1.469784 1.071418 0.461 -0.782 -0.094
H -3.855029 1.150737 -0.686636 -0.286 -0.097 0.173
H -6.356165 1.574932 1.111786 0.386 -0.820 0.010
H -6.492171 1.320968 -0.688745 0.343 -0.783 0.291
H -5.155277 3.948505 1.611957 -0.443 -0.536 0.212
H -5.179628 4.856188 0.106389 -0.386 0.334 0.353
C 3.340234 -2.481439 -2.961178 1.558 -0.310 2.442
C 2.261833 -2.303147 -3.966872 1.232 0.003 -0.876
C 2.619402 -3.418943 -4.957850 -3.259 -1.391 1.172
O 3.890459 -3.888305 -4.728354 1.644 0.030 -1.888
C 4.469130 -3.279028 -3.636634 0.416 0.917 0.779
H 3.078721 -3.003212 -2.040600 -0.622 -0.331 -0.256
H 3.719219 -1.541850 -2.559111 0.113 0.237 -0.221
H 2.521884 -1.388663 -4.499960 -0.843 0.493 0.154
H 1.276741 -2.357360 -3.503439 -0.047 0.202 -0.554
H 2.274138 -3.177206 -5.963074 0.919 -0.024 -0.333
H 2.064753 -4.298101 -4.629926 -1.109 -0.038 -0.450
H 5.273416 -2.591435 -3.898286 0.227 0.083 -0.457
H 4.936667 -4.069984 -3.050200 -0.192 0.101 0.453
```
Forces are in eV/Å.

# C2H7O

A cluster of 2 separate species, C2H7O in total (the ωB97M-V functional and the def2-TZVPD basis, the OMol25 dataset).

## Properties
multiplicity	2
energy	-4232.1241	eV

Structure (XYZ):
```
10
Properties=species:S:1:pos:R:3:forces:R:3
O -0.374600 -0.824298 2.808018 -0.100 -0.118 0.208
H -1.170958 -1.318381 3.084785 0.098 0.084 -0.097
C 0.508932 -0.004513 -1.408609 -0.924 0.015 0.726
C -0.086282 0.496537 -0.072748 0.062 0.407 -0.392
H -0.125848 0.292441 -2.237386 -0.128 0.270 -0.108
H 0.462468 -1.094246 -1.421063 0.753 0.028 -0.140
H 1.468278 0.474913 -1.569516 0.378 -0.655 -0.095
H 0.368515 1.450097 0.176481 -0.241 0.392 -0.039
H -1.165009 0.627054 -0.173831 0.039 0.044 0.221
H 0.114505 -0.099605 0.813869 0.063 -0.466 -0.282
```
Forces are in eV/Å.

# C20H23ClOPSSc

A structure of composition C20H23ClOPSSc (the ωB97M-V functional and the def2-TZVPD basis, the OMol25 dataset).

## Properties
net charge	+2
energy	-76492.6408	eV

Structure (XYZ):
```
48
Properties=species:S:1:pos:R:3:forces:R:3
Sc 0.741472 -1.542595 -0.169476 1.418 2.100 0.516
Cl 1.149711 -0.080285 1.556570 -0.136 -0.699 -0.683
P -0.141404 0.008303 -2.170532 0.012 0.544 -1.906
C -1.451018 -0.799322 -3.149616 -0.296 -0.670 0.294
C -1.189757 -1.721256 -4.178174 -0.026 0.069 0.269
C -2.242559 -2.416147 -4.781296 -0.143 0.069 -0.009
C -3.562902 -2.170291 -4.395365 0.066 0.440 0.342
C -3.832475 -1.248025 -3.364828 0.537 -0.069 -0.199
C -2.775804 -0.596168 -2.721882 -0.156 -0.240 -0.096
C -0.373279 1.811711 -2.500844 -0.019 0.421 0.734
C 0.492364 2.708125 -1.836777 -0.327 -0.433 -0.244
C 0.411268 4.069805 -2.104212 0.155 -0.052 0.018
C -0.539009 4.566245 -2.998432 0.014 -0.326 -0.107
C -1.418292 3.688564 -3.636458 0.238 -0.074 0.130
C -1.348416 2.316658 -3.382200 0.027 -0.450 0.052
C 1.400637 -0.379453 -3.102284 -0.152 0.063 0.639
C 2.397911 -1.166117 -2.489944 -0.433 0.496 -0.404
C 3.603865 -1.370304 -3.146527 0.332 -0.469 0.275
C 3.838235 -0.797260 -4.401359 -0.359 -0.098 0.170
C 2.846892 -0.016622 -5.013116 -0.101 -0.235 0.235
C 1.624428 0.187648 -4.366524 0.321 -0.100 0.162
H 1.222066 2.319207 -1.120732 -0.126 0.237 -0.227
H 1.120473 4.741232 -1.626685 -0.217 -0.059 -0.031
H -0.580837 5.632326 -3.213208 -0.011 -0.238 0.082
H -2.146050 4.067716 -4.352544 0.125 -0.116 0.235
H -2.057799 1.638526 -3.872460 0.381 0.344 0.154
H -0.159324 -1.926125 -4.472832 -0.375 0.100 -0.024
H -2.035768 -3.156615 -5.560779 -0.040 0.357 0.281
H -4.392326 -2.678394 -4.889237 0.293 0.104 0.138
H -4.850687 -1.018245 -3.068643 0.083 -0.166 -0.046
H -2.979181 0.077715 -1.881450 -0.021 -0.093 -0.371
H 2.304115 -1.647390 -1.467462 0.532 0.287 -1.115
H 4.334733 -2.010851 -2.649754 0.036 0.292 -0.377
H 4.782885 -0.988219 -4.909931 -0.238 0.112 0.178
H 3.018371 0.418434 -5.999143 -0.020 -0.119 0.329
H 0.847855 0.807041 -4.827828 0.309 -0.231 0.200
H -0.121006 -4.291337 -3.589467 0.394 0.059 0.084
H 0.604470 -4.103814 -3.510588 -0.320 -0.158 -0.017
C -0.397797 -3.384704 2.734929 -0.244 -0.100 0.037
S -0.582184 -3.704334 0.950652 0.988 0.435 0.239
C -1.501562 -2.132573 0.529296 -0.493 -0.241 -0.543
O 0.848893 -3.454823 0.273064 -1.391 -0.172 0.606
H -1.347985 -3.780507 3.129503 0.300 0.165 0.094
H -0.303269 -2.311221 2.927971 0.021 -0.242 -0.075
H 0.450507 -3.923960 3.192041 -0.363 -0.024 -0.589
H -1.431646 -1.323269 1.279491 0.162 -0.401 -0.215
H -1.246488 -1.740051 -0.522709 -1.040 -0.637 0.847
H -2.551325 -2.452278 0.440479 0.307 0.220 -0.060
```
Forces are in eV/Å.

# C49H40CaN3O4P3S4

A structure of composition C49H40CaN3O4P3S4 (the ωB97M-V functional and the def2-TZVPD basis, the OMol25 dataset).

## Properties
net charge	-2
energy	-153770.5776	eV

Structure (XYZ):
```
104
Properties=species:S:1:pos:R:3:forces:R:3
Ca -0.128082 -0.122177 -0.537727 0.729 -0.308 -1.100
O -1.955105 0.285994 3.315494 -0.038 0.070 -0.093
C -1.531759 0.100960 1.913708 0.028 0.007 0.008
O -0.600344 0.894073 1.408170 -0.312 0.049 0.561
C -3.453428 -0.420419 0.260398 0.215 0.074 -0.114
C -4.572623 -1.212456 0.169213 -0.108 -0.078 -0.050
C -4.859297 -1.807054 -1.063277 0.024 -0.045 0.045
C -4.074876 -1.537803 -2.161951 -0.020 -0.054 -0.006
C -2.968726 -0.704644 -1.992380 0.119 0.211 -0.309
N -2.647802 -0.210624 -0.804316 -0.344 0.016 0.450
C -2.163131 -0.143534 -3.128680 0.200 0.087 0.062
O -2.036122 -0.670374 -5.213705 -0.068 0.028 -0.057
O -1.272177 0.873268 -2.668660 0.052 -0.132 0.236
H -5.206739 -1.364192 1.033435 0.010 -0.027 -0.003
H -5.707001 -2.474518 -1.159889 -0.002 0.010 0.015
H -4.273559 -1.984749 -3.125185 -0.014 0.008 0.002
S 2.012803 -2.115099 -0.469253 -0.018 0.017 0.029
S 1.289572 -3.240095 -2.066484 0.123 0.036 -0.030
S -0.022509 -4.679489 -1.427948 -0.110 0.152 0.093
S -1.906584 -3.837373 -1.425826 -0.057 0.066 0.000
N 0.518311 2.355131 -1.096186 0.060 -0.201 -0.386
C 1.631805 2.758958 -1.877246 -0.256 -0.027 0.208
C 2.297195 3.943293 -1.591003 0.095 0.055 -0.049
C 3.388814 4.339926 -2.351837 -0.016 -0.025 0.009
C 3.823499 3.549562 -3.404453 -0.046 -0.035 0.035
C 3.175527 2.347680 -3.670065 0.017 0.029 -0.060
C 2.082684 1.930748 -2.920502 0.012 -0.142 0.118
P 1.323076 0.260001 -3.049183 -0.364 0.294 -0.568
C 2.291525 -0.561380 -4.354166 0.092 -0.012 0.129
C 1.936060 -0.558960 -5.700257 0.005 -0.023 -0.091
C 2.724998 -1.232663 -6.626515 -0.015 0.007 0.058
C 3.865041 -1.911351 -6.216664 -0.031 0.037 0.039
C 4.213938 -1.926858 -4.871838 -0.022 0.025 -0.018
C 3.426936 -1.261756 -3.943332 0.031 -0.008 0.010
C -0.317265 0.601999 -3.877523 0.142 -0.172 -0.158
C -1.160709 -0.742585 -4.111235 -0.156 0.084 0.175
C -2.941071 0.247484 -4.468038 0.024 -0.093 0.056
C -2.874465 1.628447 -4.960133 0.147 0.063 0.127
C -1.641140 2.199086 -5.198997 -0.029 -0.008 -0.078
C -0.386554 1.686509 -4.846015 -0.126 -0.017 0.044
H 0.279643 2.978493 -0.337328 0.104 0.000 0.026
H -0.309354 2.170255 -1.667416 -0.011 0.293 -0.066
H 1.952534 4.556614 -0.765411 -0.020 0.021 -0.026
H 3.892468 5.271256 -2.121083 0.006 -0.008 0.003
H 4.667549 3.855920 -4.009621 0.012 -0.010 0.007
H 3.535787 1.710581 -4.469512 -0.016 0.011 0.005
H 1.042460 -0.031264 -6.019562 0.028 0.009 0.016
H 2.440916 -1.227362 -7.672069 -0.009 -0.016 0.000
H 4.472092 -2.441419 -6.941522 0.000 0.002 -0.002
H 5.085128 -2.477563 -4.539318 0.000 -0.001 0.001
H 3.667648 -1.307499 -2.885799 -0.014 -0.020 -0.006
H -0.651213 -1.697214 -3.987516 0.028 -0.010 0.046
H -3.957052 -0.152375 -4.475278 -0.008 -0.026 -0.022
H -3.792206 2.155701 -5.183362 0.003 -0.038 -0.103
H -1.641327 3.162176 -5.709821 0.020 0.010 0.017
H 0.506364 2.264965 -5.041586 -0.019 0.050 0.041
N 0.709166 -1.349253 2.440986 -0.150 0.108 -0.085
P -0.822775 -1.662524 1.613579 -0.042 0.263 0.748
C -1.703787 -2.712047 2.815545 0.178 -0.144 -0.034
C -2.734337 -3.523474 2.340522 0.023 -0.072 -0.056
C -3.438608 -4.341044 3.216256 0.026 0.061 0.017
C -3.104131 -4.372887 4.564280 0.018 0.029 -0.038
C -2.060566 -3.583888 5.035397 0.015 0.045 -0.056
C -1.362085 -2.757507 4.164380 -0.102 0.091 0.113
C -3.015755 0.375684 1.464526 0.066 -0.226 -0.025
C -3.338946 0.082790 2.944192 -0.062 0.075 0.008
C -4.235076 1.038669 3.666341 0.077 -0.179 0.061
C -4.362934 2.285434 3.226220 0.039 0.219 -0.325
C -3.742641 2.708771 1.959871 -0.263 0.007 0.297
C -3.170955 1.834022 1.138273 0.169 -0.127 0.007
P 1.651982 0.078148 2.010946 0.215 -0.154 0.334
C 1.338474 1.200992 3.446099 -0.162 -0.085 0.001
C 1.120016 0.709805 4.727792 0.007 -0.009 0.051
C 0.835921 1.569743 5.778853 0.033 0.014 -0.056
C 0.774850 2.940701 5.559712 -0.006 -0.024 -0.069
C 1.007366 3.442952 4.285708 0.030 -0.067 0.029
C 1.282729 2.573811 3.237317 0.013 0.008 -0.022
C 3.304717 -0.509028 2.652858 -0.065 -0.042 -0.026
C 3.559307 -1.709209 3.306613 0.025 -0.068 0.053
C 4.841367 -2.031127 3.742729 -0.068 0.039 -0.028
C 5.893077 -1.154068 3.531230 -0.031 0.064 -0.031
C 5.655467 0.048523 2.872852 -0.017 -0.050 0.027
C 4.377912 0.358770 2.435419 -0.056 -0.031 -0.012
H 1.295610 -2.113507 2.092649 -0.022 -0.010 -0.070
H -2.943460 -3.543015 1.274311 0.022 -0.009 -0.034
H -4.234650 -4.970686 2.837017 0.011 -0.008 -0.008
H -3.642159 -5.024397 5.243618 -0.005 0.010 0.001
H -1.788164 -3.613512 6.084161 -0.004 0.004 0.002
H -0.555990 -2.127731 4.519730 -0.003 -0.030 -0.012
H -3.638920 -0.954138 3.124245 0.021 -0.026 -0.035
H -4.738644 0.702919 4.565715 0.017 0.001 0.002
H -4.969839 3.002246 3.769279 0.018 0.010 -0.012
H -3.811532 3.751012 1.671003 -0.034 -0.001 0.007
H -2.790742 2.144824 0.172691 0.041 0.000 0.025
H 1.158102 -0.361240 4.892705 -0.029 0.015 -0.015
H 0.652487 1.169862 6.769357 -0.010 -0.002 -0.002
H 0.530624 3.612469 6.374196 0.023 0.007 0.007
H 0.954111 4.509962 4.104651 -0.004 0.006 -0.007
H 1.436862 2.959925 2.235162 -0.037 -0.005 0.002
H 2.752906 -2.410069 3.485409 0.015 0.010 0.021
H 5.015164 -2.974248 4.247218 -0.009 -0.012 -0.010
H 6.891930 -1.406766 3.866564 0.004 0.005 -0.005
H 6.471566 0.737846 2.691129 -0.002 0.008 -0.007
H 4.202809 1.291261 1.906898 0.001 -0.005 -0.008
```
Forces are in eV/Å.